1.
The following is a quantum chemistry calculation of a 16-piece molecular cluster, C2H38NO15S overall, from the Open Molecules 2025 dataset.

The calculation puts the HOMO-LUMO gap at 9.01 eV. As for the total charge: +1. The energy above the lowest of the compared OMol25 structures with the same formula, charge and spin comes out at 0.000 eV. As for the total energy: -45724.05865 eV. Its molar mass is 348.385 Da.

Atoms and positions in Å:
C  -0.40594  -0.75667  -3.17447
C  0.71351  -0.03928  -3.95095
S  -0.15473  1.25699  -5.02658
N  -0.15550  -0.96750  -1.70731
H  -0.47058  -1.72438  -3.64098
H  -1.35761  -0.24849  -3.31321
H  1.41773  -0.64115  -4.50932
H  1.27797  0.55612  -3.22060
H  -0.21306  2.10379  -3.95795
H  0.78637  -0.75876  -1.36905
H  -0.28211  -1.93368  -1.40557
H  -0.85278  -0.33056  -1.30811
H  -2.25552  -3.43060  -2.46235
H  -0.82494  -3.83111  -2.16330
O  -1.35770  -3.10092  -2.53878
H  -1.63457  -2.33779  1.79748
H  -2.29131  -3.72613  1.61584
O  -1.88922  -3.01841  1.12140
H  2.55465  -1.57977  0.96527
H  3.17802  -3.00307  0.93920
O  2.40216  -2.52039  0.60601
H  -2.71786  -0.50450  0.23918
H  -2.70302  1.14197  -0.20506
O  -2.35985  0.23306  -0.26824
H  -0.74361  3.12584  1.81509
H  -1.95266  2.03728  1.69540
O  -1.06140  2.22319  2.01999
H  -0.44417  -2.32648  3.39369
H  -1.15624  -1.04925  3.99627
O  -1.15299  -1.66037  3.22187
H  -3.90794  3.22983  -0.78189
H  -2.46023  3.24276  -1.29506
O  -2.97543  3.00883  -0.52361
H  0.08229  -3.63022  2.23709
H  1.51136  -3.10507  2.15217
O  0.85840  -3.45963  2.78899
H  -0.68232  1.13925  5.10663
H  -0.79900  1.13037  3.58864
O  -1.12101  0.67517  4.39261
H  1.36402  2.00766  -0.98782
H  0.52531  1.17276  0.06180
O  1.28641  1.14465  -0.54460
H  2.38051  -3.05242  -1.30858
H  2.42168  -3.06794  -2.86383
O  1.82067  -2.98791  -2.10090
H  2.28642  4.17722  -2.42475
H  0.91551  4.71179  -1.99715
O  1.48456  3.94055  -1.94827
H  1.48308  0.22670  4.07615
H  2.65174  1.28082  3.74547
O  2.06212  0.59605  3.39049
H  3.13288  0.37701  1.95535
H  2.67601  0.39416  0.40204
O  3.13315  -0.08663  1.10247
H  -2.06722  4.77341  1.15483
H  -0.87542  4.12195  0.41625
O  -1.08057  4.84989  1.00060

Forces on the atoms, in the same order (eV/Å):
C 1.4 -1.0 -1.4
C -1.0 2.1 1.1
S 0.9 -0.3 0.8
N 0.2 0.5 -0.3
H -0.4 -0.1 0.1
H 0.1 0.0 0.3
H -0.3 -0.2 -0.2
H 0.2 -0.1 -0.4
H -0.1 -0.2 -0.6
H -0.1 0.6 -0.5
H -0.7 0.1 -0.4
H 0.1 -0.4 1.1
H -0.3 0.0 0.0
H -0.2 0.4 -0.3
O 0.0 -1.6 0.6
H -0.5 -0.5 -0.2
H -0.4 -0.3 0.3
O 0.6 0.8 -0.4
H 0.2 -0.7 -0.6
H -0.2 0.2 -0.2
O 0.4 0.3 0.7
H -0.5 0.7 0.3
H -0.6 -0.7 0.4
O 1.2 0.0 -0.9
H -0.9 -0.4 0.4
H 0.3 0.6 0.0
O 0.7 -0.4 0.0
H -0.2 0.7 0.0
H -0.2 -0.2 -0.8
O 0.6 -0.3 1.0
H 1.2 -0.3 0.4
H 0.2 0.1 -0.4
O -1.4 0.1 0.0
H 0.2 -0.3 -0.2
H -0.4 -0.1 0.1
O 0.0 0.0 0.0
H -0.1 0.1 0.4
H -0.4 -0.1 0.1
O 0.5 0.3 -0.1
H -0.1 0.0 0.2
H 0.3 0.3 0.0
O -0.3 0.2 -0.1
H -0.2 0.2 0.1
H -0.4 -0.1 0.5
O 0.4 0.0 -0.6
H 0.0 0.0 0.0
H 0.0 0.2 0.0
O -0.1 -0.4 0.1
H 0.5 0.3 -0.1
H -0.6 -0.4 0.5
O 0.1 0.4 0.2
H -0.6 -0.2 -0.6
H -0.1 0.6 0.4
O 0.8 -0.5 -0.1
H 1.7 0.1 -0.4
H -0.1 0.0 -0.6
O -1.4 0.2 0.6


2.
The following is a quantum chemistry calculation of C42H34IrN2OPS6 as an isolated structure, from the Open Molecules 2025 dataset.

The multiplicity is 6. The calculation puts the HOMO-LUMO gap (spin up / spin down) at 7.71 / 4.81 eV. The expectation value of S² is 8.794. As for the total charge: +1. As for the total energy: -126262.54308 eV. Its molar mass is 998.340 Da.

Atoms and positions in Å:
Ir  0.51391  -1.57913  -0.08413
C  -1.68846  -0.48838  5.03054
C  -0.19802  -0.58236  4.79302
C  0.66290  -0.37988  5.87073
C  2.04274  -0.45659  5.73601
C  2.60806  -0.73858  4.50210
C  1.77576  -0.94056  3.41409
C  0.38494  -0.86524  3.54527
P  -0.54859  -1.20938  2.03538
C  -1.86995  0.01861  1.89207
C  -3.19670  -0.40463  1.84669
C  -4.22867  0.50533  1.68685
C  -3.93172  1.85440  1.57670
C  -2.60949  2.27912  1.60946
C  -1.55209  1.38076  1.75126
C  -0.13462  1.89928  1.75703
C  -1.19986  -2.89128  2.17414
C  -1.10918  -3.63103  3.34598
C  -1.26558  -5.00895  3.32247
C  -1.43318  -5.67680  2.10659
C  -1.48082  -4.96854  0.92865
C  -1.42011  -3.55704  0.93093
C  -1.55555  -2.82060  -0.28989
H  -1.91069  -0.66461  6.08271
H  -2.25142  -1.21063  4.44327
H  -2.06490  0.50476  4.77212
H  0.23285  -0.16439  6.84423
H  2.67665  -0.29965  6.60201
H  3.68366  -0.79706  4.38709
H  2.20475  -1.14771  2.43947
H  -3.42328  -1.46245  1.94291
H  -5.25651  0.16346  1.64732
H  -4.72681  2.57946  1.45056
H  -2.38811  3.33942  1.51795
H  -0.12422  2.96597  1.55913
H  0.47716  1.40985  0.99601
H  0.35397  1.73483  2.72030
H  -0.89293  -3.13855  4.28472
H  -1.22349  -5.57063  4.24777
H  -1.52157  -6.75673  2.09270
H  -1.59915  -5.48135  -0.02118
H  -2.12348  -1.89250  -0.27129
H  -1.64359  -3.37896  -1.21681
S  -4.30608  4.25513  -1.42669
C  -3.03566  3.24103  -1.60438
S  -3.20175  1.53222  -1.84847
C  -1.47003  1.32565  -1.76393
N  -0.82599  2.44042  -1.60533
N  -1.67493  3.50229  -1.57215
C  -1.03709  4.79795  -1.59981
C  0.14685  4.95569  -0.89296
C  0.81135  6.17097  -0.93209
C  0.29544  7.22246  -1.67606
C  -0.88279  7.04798  -2.38986
C  -1.55387  5.83262  -2.36143
S  -0.80207  -0.25167  -1.95757
H  0.54721  4.12494  -0.33087
H  1.73510  6.29640  -0.37755
H  0.81069  8.17482  -1.70247
H  -1.28719  7.85915  -2.98253
H  -2.46372  5.69772  -2.92616
O  2.18420  -0.94371  -0.93602
C  2.24780  -1.24717  -2.32391
C  1.74010  -0.01420  -3.05425
C  1.36203  0.21082  -4.37005
C  1.13045  1.57236  -4.63112
C  1.36754  2.36697  -3.52830
S  1.87121  1.47406  -2.18765
C  3.71184  -1.48766  -2.71035
C  4.20896  -2.08252  -3.82908
C  5.63704  -2.04441  -3.87842
C  6.17371  -1.42223  -2.79574
S  4.96742  -0.88598  -1.71094
C  1.44327  -2.50515  -2.61527
C  0.48535  -2.80959  -3.53635
C  0.01577  -4.15578  -3.43156
C  0.61824  -4.84174  -2.42644
S  1.77527  -3.88738  -1.61015
H  1.28475  -0.56992  -5.11676
H  0.80742  1.95838  -5.58964
H  1.26745  3.44310  -3.45410
H  3.58369  -2.53702  -4.59461
H  6.22911  -2.47183  -4.68093
H  7.22004  -1.26117  -2.56966
H  0.09275  -2.10171  -4.25368
H  -0.74101  -4.57933  -4.08240
H  0.46558  -5.87404  -2.13526

Forces on the atoms, in the same order (eV/Å):
Ir -0.3 0.1 0.1
C 0.2 0.1 0.0
C 0.0 0.0 0.0
C 0.0 0.0 0.0
C 0.0 0.0 0.1
C 0.0 0.0 0.0
C -0.1 0.1 0.0
C 0.2 -0.1 -0.1
P -0.1 0.5 0.1
C -0.1 -0.1 -0.1
C 0.0 -0.1 0.0
C -0.1 0.0 0.0
C 0.0 0.0 0.0
C 0.0 0.0 0.0
C -0.1 0.1 0.0
C -0.1 -0.2 0.1
C 0.1 0.0 -0.1
C 0.0 -0.1 0.1
C 0.0 0.0 0.0
C 0.0 0.0 0.0
C 0.0 0.0 -0.1
C 0.1 0.0 -0.1
C 0.0 0.1 -0.1
H 0.0 0.0 0.0
H 0.0 0.0 0.0
H 0.0 0.0 0.0
H 0.0 0.0 -0.1
H -0.1 0.0 -0.1
H -0.1 0.0 0.0
H 0.0 0.0 0.0
H 0.0 0.0 0.0
H 0.1 0.0 0.0
H 0.1 0.0 0.0
H 0.0 -0.1 0.0
H 0.0 0.1 0.0
H 0.0 -0.1 -0.1
H 0.0 0.0 0.0
H 0.0 0.0 0.0
H 0.0 0.0 -0.1
H 0.0 0.1 0.0
H 0.0 0.1 0.1
H 0.0 -0.1 0.0
H 0.0 0.0 0.1
S 0.0 0.1 0.0
C 0.6 0.2 -0.1
S 0.0 -0.3 -0.1
C -0.1 0.5 0.2
N -0.5 -0.1 0.1
N -0.2 0.1 0.0
C -0.1 -0.3 0.1
C 0.0 0.0 0.1
C 0.1 0.0 0.0
C -0.1 0.1 0.0
C 0.0 0.0 0.0
C 0.0 0.1 -0.1
S 0.0 -0.2 0.1
H 0.0 0.0 0.0
H -0.1 0.0 0.0
H 0.0 -0.1 0.0
H 0.0 0.0 0.0
H 0.0 0.0 0.0
O 0.0 -0.5 -0.1
C 0.3 0.0 -0.3
C -0.1 -0.2 0.0
C 0.0 0.1 0.0
C 0.0 -0.1 0.0
C 0.2 0.0 0.0
S 0.4 0.3 -0.1
C -0.2 0.2 0.2
C 0.1 -0.1 -0.2
C -0.2 -0.1 -0.2
C 0.0 0.0 0.0
S 0.0 0.1 0.2
C 0.0 -0.1 0.2
C -0.1 -0.1 -0.1
C -0.1 0.2 -0.1
C 0.1 -0.1 0.1
S 0.1 0.0 0.0
H 0.0 0.1 0.1
H 0.0 0.0 0.1
H 0.0 -0.1 0.0
H 0.1 0.1 0.1
H -0.1 0.1 0.1
H -0.2 0.0 0.0
H 0.0 -0.1 0.1
H 0.1 0.1 0.1
H 0.0 0.2 0.0


3.
The following is a quantum chemistry calculation of a 9-piece molecular cluster, C18H29F4N2O18 overall, from the Open Molecules 2025 dataset.

The calculation puts the HOMO-LUMO gap at 5.02 eV. As for the total charge: -1. The energy above the lowest of the compared OMol25 structures with the same formula, charge and spin comes out at 8.237 eV. As for the total energy: -69838.29419 eV. Its molar mass is 637.418 Da.

Atoms and positions in Å:
N  -20.17556  -2.46109  -0.67770
H  -20.37416  -2.14237  0.25989
H  -19.99579  -1.66788  -1.27654
H  -20.98442  -2.94056  -1.04641
H  -19.33095  -3.01197  -0.62057
N  -22.14863  2.97419  -1.14416
H  -22.48162  2.45081  -0.34711
H  -21.48843  3.67820  -0.84647
H  -22.96666  3.44559  -1.50291
H  -21.66978  2.37373  -1.80009
C  -18.64361  1.63871  -5.06137
C  -19.16130  0.80592  -3.87977
O  -20.40561  0.58712  -3.87046
O  -18.31686  0.29710  -3.12581
H  -19.52727  2.03005  -5.56545
H  -17.99679  1.04254  -5.70504
H  -18.16070  2.49708  -4.59437
C  -23.37957  -0.54707  4.02110
C  -23.00602  0.14920  2.75535
O  -21.91001  -0.04056  2.16651
O  -23.90032  0.93776  2.32540
H  -24.27488  -0.21417  4.54616
H  -22.50142  -0.31029  4.62184
H  -23.50188  -1.61682  3.85149
C  -24.85580  -5.00392  0.55928
C  -24.82310  -4.08388  -0.62100
O  -23.77153  -4.01037  -1.24823
O  -25.76481  -3.25075  -0.64726
H  -24.13244  -4.89610  1.36751
H  -24.84175  -6.01595  0.15470
H  -25.81910  -4.93042  1.06401
C  -18.61039  -9.39683  1.44783
C  -17.28024  -9.14901  2.18683
O  -16.98121  -7.83199  1.81939
C  -17.80600  -7.34914  0.86001
O  -17.86118  -6.26805  0.33789
O  -18.75671  -8.27209  0.56788
F  -16.28268  -9.95913  1.72581
H  -19.37999  -9.39262  2.21971
H  -18.56144  -10.35327  0.92731
H  -17.41520  -9.35289  3.24905
C  -16.17447  1.15346  1.19691
C  -15.55831  -0.19414  0.96674
O  -16.04211  -0.84930  2.16893
C  -16.26437  0.03134  3.15996
O  -16.50454  -0.28417  4.36329
O  -16.15304  1.26350  2.61504
F  -14.18302  -0.15868  0.92329
H  -17.14676  1.25448  0.71467
H  -15.62458  2.03907  0.87843
H  -15.95196  -0.54917  0.01434
C  -22.41608  -8.96359  -2.99131
C  -21.41023  -8.05361  -3.62542
O  -21.98767  -8.05485  -4.90921
C  -23.17118  -8.59837  -5.00509
O  -23.91638  -8.62790  -6.03890
O  -23.52797  -9.08247  -3.75110
F  -20.28482  -8.65152  -3.66907
H  -22.65001  -8.38960  -2.09471
H  -22.04344  -9.90127  -2.57902
H  -21.24972  -7.04673  -3.24002
C  -16.70877  -4.19095  -4.39926
C  -16.30847  -3.10805  -5.42892
O  -17.39178  -3.09370  -6.36206
C  -18.50327  -3.45122  -5.57391
O  -19.62919  -3.18714  -5.94182
O  -18.11444  -3.99442  -4.38751
F  -15.25819  -3.73289  -5.97430
H  -16.33903  -4.12619  -3.37593
H  -16.38997  -5.18651  -4.70801
H  -15.95443  -2.20175  -4.93759

Forces on the atoms, in the same order (eV/Å):
N 0.3 0.4 0.2
H -0.5 0.4 0.6
H 0.1 0.8 -0.5
H -0.7 -0.7 -0.2
H 0.1 -0.6 -0.3
N 0.0 0.5 0.4
H 0.0 -0.8 0.9
H 0.2 0.2 0.3
H -0.2 0.0 -0.7
H 0.0 -0.7 -0.8
C -0.8 0.5 0.8
C -1.1 -1.1 -1.2
O 0.1 0.7 0.8
O 0.8 -0.2 1.1
H 0.2 -0.2 -0.4
H 0.0 0.3 0.1
H 0.6 0.0 -0.4
C 0.8 -0.6 0.8
C -1.8 1.7 -2.2
O 0.5 -0.6 0.5
O 0.5 0.2 -0.1
H 0.1 0.4 -0.5
H 0.0 -0.7 0.7
H 0.4 -0.1 0.1
C -1.4 -1.8 0.7
C -1.0 3.2 2.3
O 2.4 -0.6 -1.9
O -0.3 -0.7 -0.8
H 0.6 0.2 -0.5
H 0.4 -0.4 0.3
H -0.1 0.1 -0.1
C 0.6 0.1 0.4
C -1.0 -0.3 -1.3
O 0.7 0.8 0.6
C -1.9 0.6 -0.9
O 1.3 -1.0 1.0
O 0.3 -1.0 0.5
F 0.1 0.0 0.0
H -0.4 0.0 -0.4
H -0.2 0.2 -0.2
H 0.6 0.7 0.1
C 1.0 1.5 0.2
C -0.7 1.0 0.6
O 0.8 -1.5 -1.5
C -0.7 -0.6 4.2
O 1.2 1.7 -5.6
O -1.1 0.1 1.3
F -0.8 -0.3 0.3
H -0.4 -0.4 0.6
H 0.4 -0.4 -0.4
H 0.2 -1.1 0.4
C 0.5 1.2 5.1
C -3.3 -0.2 -0.7
O 1.4 1.7 -2.2
C -4.8 -0.6 -3.2
O 3.7 0.0 4.9
O -0.9 0.0 -3.1
F 4.3 -1.6 -0.4
H -0.7 -0.3 0.5
H 0.4 -0.2 -0.7
H -0.5 0.1 -0.1
C -0.8 0.9 0.4
C 0.2 -2.6 1.2
O 0.4 0.2 2.5
C -2.2 1.5 -1.4
O 2.7 -1.2 1.2
O -1.1 -0.4 -0.6
F 1.9 0.4 -1.9
H 0.0 0.7 -0.1
H -0.4 0.0 -0.6
H -0.6 0.6 -0.7


4.
The following is a quantum chemistry calculation of C3H4N2S as an isolated structure, from the Open Molecules 2025 dataset.

The calculation puts the HOMO-LUMO gap at 10.07 eV. The energy above the lowest of the compared OMol25 structures with the same formula, charge and spin comes out at 5.002 eV. As for the total energy: -16986.48937 eV. Its molar mass is 100.146 Da.

Atoms and positions in Å:
C  0.11758  0.40191  -0.07299
C  1.46272  -0.22862  -0.18563
C  2.66308  -0.42616  -0.15350
H  -2.91381  -0.44583  1.06071
H  -0.61061  -1.38315  -0.73593
H  -0.89529  2.01294  -0.01016
H  3.69203  -0.87096  0.10737
N  -0.97860  -0.61960  0.26805
N  0.10077  1.66443  -0.03671
S  -2.63786  -0.10496  -0.24120

Forces on the atoms, in the same order (eV/Å):
C 0.1 -0.8 1.4
C 0.5 0.6 0.3
C 0.6 -1.5 0.9
H -0.8 0.5 -0.9
H -1.6 2.3 4.1
H 1.1 -0.4 0.3
H -2.3 1.2 -0.9
N 2.9 -1.2 -6.6
N -1.8 -0.1 -0.6
S 1.3 -0.5 2.1


- What is the total energy in the third record?
  -69838.29419 eV